ORCA calculation (ωB97M-V/def2-TZVPD) on 10 unconnected molecules or ions with the total composition C30H86N10O10 in a non-equilibrium geometry.

LUMO = 0.5 eV
Structure (SMILES) = COC[C@H](C)N.COC[C@H](C)N.COC[C@H](C)N.COC[C@H](C)N.COC[C@H](C)N.COC[C@H](C)N.NC(N)=O.NC(N)=O.CCO.CCO
Kohn-Sham gap = 0.3239 Eh

```
136
Properties=species:S:1:pos:R:3:mulliken_charge:R:1
H 3.12214 5.48176 4.13003 0.3574
C -4.92804 -1.08693 -2.16049 -1.0725
H 3.62673 1.39342 3.76197 0.4099
O 5.46048 -0.16080 3.63762 -0.4022
H 1.94482 2.81474 -1.01064 0.0813
H 3.20356 2.17976 -3.71133 0.1958
H -1.98138 2.57955 -4.84769 0.3145
N 0.10809 0.26081 -1.90301 0.2836
H 3.80038 -2.69653 -1.40598 0.1857
H -5.74757 1.74052 1.94746 0.3108
H -5.97656 -0.89510 -1.88066 0.3729
N 2.82236 1.26603 -3.80833 -0.5436
H -1.11376 3.01546 -1.74207 -0.2769
H -2.31104 0.08126 4.33828 0.2911
C 2.66475 -0.52562 3.91065 -1.1941
H 1.47633 2.81122 3.11617 -0.1861
H 7.24116 -0.74440 4.25627 0.3281
H -3.99742 3.41148 -1.13491 0.3454
C -0.39504 -3.81357 2.27639 -0.6709
H 3.37437 -4.16610 -4.48211 0.2520
H 7.23520 -0.41591 2.51641 0.3046
N 5.51688 -3.94373 -0.31970 -0.4664
H 0.92334 0.34277 -2.47554 0.1994
H 1.64180 -3.24242 1.92591 -0.2478
C 4.62467 -0.02790 2.56987 -0.0634
C 6.71423 -0.80993 3.36080 -0.8446
C 1.43167 4.90682 2.88849 0.1578
H -3.58119 2.04924 1.20826 -0.2893
H 4.21711 0.02491 -4.76615 0.2275
H 3.12028 6.11774 2.58894 0.3881
H -5.24620 -1.93753 2.33888 0.2355
C 0.89965 -3.88033 1.46128 0.0349
H 2.29746 1.18620 -4.66811 0.2073
H 3.37473 -0.95828 4.60307 0.5575
H -4.67776 2.05884 -2.07931 0.0968
C -1.83580 1.02708 2.36243 3.1428
H 5.05920 0.73863 1.95306 0.5665
H -2.94389 -2.96363 -1.01438 0.3208
H -6.15395 0.58129 3.25795 0.2512
H 1.94798 -0.95938 -4.03570 0.6947
H -0.79222 0.64422 -2.15718 -0.2312
C 1.60644 3.81487 -0.65284 -0.4670
N -0.76532 1.77322 1.66080 0.6242
H -1.17069 -4.55051 1.93425 0.3693
H 1.84588 -0.06521 4.47281 0.1699
H 0.17417 -3.16191 -1.65577 -0.0930
H 2.87717 -2.07450 -0.21872 -0.1477
N 0.91275 3.62250 3.42873 -0.2431
H -0.69119 -3.16130 -3.93755 0.3407
H 5.52960 -0.61588 -2.84647 0.3555
H -0.61484 0.46207 4.05578 0.2668
H -1.94150 0.10940 1.80042 -1.7726
H 0.88730 3.53146 4.43412 0.2947
H 2.61270 -0.93065 -2.38884 -1.1569
H 0.70069 -3.66636 0.41955 -0.2840
C -4.42568 -2.59349 0.41989 0.2092
H -7.01123 3.94833 -3.38462 0.3486
H -1.88641 -0.83154 -1.05287 -0.4564
O -2.02573 -4.07044 -2.76854 -0.4730
H 5.62109 -3.79142 -1.29450 0.1410
H 0.75789 5.74252 3.18836 0.3770
C -2.88749 2.42567 -4.21913 -1.2627
H 2.13606 4.64113 -1.19801 0.2833
H -3.76358 -0.62742 0.81234 -1.1755
H 0.52664 3.87511 -0.79677 0.0935
H -4.74099 -0.52260 -3.04924 0.2468
C 3.80849 0.13560 -3.75744 0.7276
H 1.37525 5.89915 0.94813 0.5963
C -3.23384 1.71905 2.24693 -0.5415
H -0.16930 -3.99550 3.30544 0.4520
H 6.46725 -1.87518 3.24419 0.2981
C 2.87391 -1.00818 -3.44248 0.3336
H -0.62339 -4.95988 -4.05712 0.3050
O -4.13231 0.85532 2.82140 -0.2684
H -0.01364 1.07850 1.57315 -0.6710
C -0.71387 -4.06766 -3.38059 -0.7710
H 2.04904 0.28879 1.54466 -0.7779
C 2.86486 5.18214 3.10523 -1.3452
C -6.38058 3.41411 -2.71728 -0.7189
O 1.84209 3.89132 0.71544 -0.1141
H -3.79815 2.69745 -4.79420 0.3400
C 3.03913 -3.10234 -4.60208 -0.9751
C 3.38782 0.54512 3.11947 -0.0959
O -0.92435 -2.49504 2.15450 -0.3797
H -5.41730 -0.55658 0.22727 0.6496
H -5.45478 2.14825 3.65674 0.3409
C -4.43637 -1.08924 0.10949 0.6594
O 3.51595 -2.26505 -3.55683 -0.2426
H 4.37502 -0.95270 2.01259 -0.2531
H -1.73399 1.74496 4.45962 0.3240
N -1.10834 -1.09615 -0.50093 1.9386
H -3.59227 -2.64133 2.38224 0.0601
H -2.41401 2.19106 -1.06547 -0.1167
H -2.17702 -4.90294 -2.32295 0.2769
H -5.31149 -3.09564 0.02268 0.2479
O 4.37619 -3.47318 1.61951 -0.6054
C 0.09685 -0.59758 -0.85312 -0.9488
H 0.04028 4.79744 1.28015 0.3094
H -4.94052 -3.79466 2.20738 0.3450
N 2.41582 1.02380 2.14953 0.5635
N 3.48488 -2.84446 -0.47757 0.1947
O -3.97139 -0.77647 -1.23382 -0.2415
C -4.21376 3.00855 -2.13256 -0.4442
H -2.60288 4.16179 -2.84116 0.3983
H -0.32667 2.54319 2.13600 0.0227
O -5.05883 3.92904 -2.76949 -0.4217
C 4.44705 -3.39814 0.37511 0.5183
H 5.53429 1.13286 -3.01490 0.4684
H 3.38860 4.34915 2.63723 0.2743
H -6.41452 2.38483 -3.09593 0.2852
H 1.38231 -4.01607 -2.78284 0.0008
C -2.80746 3.09403 -2.83712 0.5000
H -2.38697 -3.10584 0.58963 -0.1710
H 1.96530 -3.15996 -4.67462 0.3617
H 0.35191 -4.95263 -1.72853 0.5160
H 2.71304 1.76621 1.55540 0.0578
C -5.46077 1.33929 2.92040 -0.9149
N -3.17855 -3.18798 -0.04752 -0.4071
H 4.56028 0.51014 -1.75725 0.2264
H -1.56343 -2.33896 2.79418 0.0287
H 1.30580 -4.88131 1.65437 0.4953
C -1.62025 0.81853 3.85960 -1.5256
H 2.26549 -1.28879 3.27548 0.0352
H 3.34515 -2.66327 -5.56956 0.3034
H -2.89631 1.36634 -3.94076 0.1697
H -6.84027 3.33031 -1.71734 0.2957
O 1.09884 -0.99260 -0.17633 0.7621
C 0.37225 -4.04856 -2.34461 -0.2085
C 4.91755 0.26008 -2.78574 -1.5101
H -4.92047 -2.16205 -2.39298 0.2555
H -3.18702 2.62546 2.85939 0.7740
H 6.37650 -4.06001 0.10984 0.2311
H -1.07605 -1.67482 0.30679 -0.8154
C 1.11489 4.93596 1.37979 -0.8336
N -1.87957 2.34759 -1.93960 -0.0085
C -4.60265 -2.76337 1.98167 -0.8294
```